one.
# C3H8FNO

A single C3H8FNO molecule (the ωB97M-V functional and the def2-TZVPD basis, OMol25).

As for the HOMO energy: -9.6 eV. The structure (SMILES) is NC[C@@H](F)CO. For the frontier orbital gap, the calculation gives 0.3916 hartree.

Last columns: bonded neighbours and bond lengths (Å).
CARTESIAN COORDINATES (ANGSTROEM)
1 N 2.1715 0.0423 0.7058  C2 1.483, H7 0.993, H8 1.007
2 C 0.9045 0.6292 0.2065  N1 1.483, C3 1.537, H9 1.132, H10 1.063
3 C -0.0854 -0.4607 -0.2352  C2 1.537, F4 1.380, C5 1.526, H11 1.138
4 F -0.2853 -1.2436 0.8833  C3 1.380
5 C -1.4307 0.1760 -0.5730  C3 1.526, O6 1.371, H12 1.079, H13 1.074
6 O -2.3418 -0.6759 -1.1410  C5 1.371, H14 0.964
7 H 2.7412 0.7763 1.0548  N1 0.993
8 H 1.9243 -0.5959 1.4439  N1 1.007
9 H 0.3154 1.2239 0.9691  C2 1.132
10 H 1.1563 1.2316 -0.6323  C2 1.063
11 H 0.3270 -1.1261 -1.0612  C3 1.138
12 H -1.7678 0.6130 0.3543  C5 1.079
13 H -1.2012 0.9140 -1.3190  C5 1.074
14 H -2.4281 -1.5041 -0.6559  O6 0.964



two.
# C3H8FNO

A single C3H8FNO molecule (the ωB97M-V functional and the def2-TZVPD basis, OMol25).

As for the HOMO energy: -10.2 eV. The structure (SMILES) is CO[C@](C)(N)F. For the frontier orbital gap, the calculation gives 0.4085 hartree.

Last columns: bonded neighbours and bond lengths (Å).
CARTESIAN COORDINATES (ANGSTROEM)
1 C -1.0128 0.5592 1.6308  O2 1.427, H7 1.090, H8 1.092, H9 1.087
2 O -0.2595 -0.4302 0.9312  C1 1.427, C3 1.346
3 C 0.0113 -0.1604 -0.3598  O2 1.346, C4 1.519, N5 1.424, F6 1.539
4 C 0.7959 -1.3056 -0.9771  C3 1.519, H10 1.085, H11 1.086, H12 1.088
5 N 0.4859 1.1617 -0.5933  C3 1.424, H13 1.010, H14 1.010
6 F -1.3345 -0.1417 -1.1056  C3 1.539
7 H -1.8368 0.9108 1.0103  C1 1.090
8 H -0.3807 1.4033 1.9130  C1 1.092
9 H -1.3982 0.0640 2.5190  C1 1.087
10 H 0.2843 -2.2406 -0.7742  C4 1.085
11 H 0.8852 -1.1629 -2.0502  C4 1.086
12 H 1.7856 -1.3353 -0.5251  C4 1.088
13 H 0.6642 1.3175 -1.5748  N5 1.010
14 H 1.3102 1.3602 -0.0441  N5 1.010



Stability verdict: two, ahead by 0.0161 hartree